Below is 2 unconnected molecules or ions with the total composition C5H16N2O, with properties calculated with wB97M-V/def2-TZVPD.

```
! RIJCOSX wB97M-V def2-TZVPD def2/J DEFGRID3
* xyz 0 1
C -1.95333 -0.84510 2.13597
C -0.64701 -0.26831 1.59471
C -0.58621 -0.50199 0.09345
C -0.74556 -1.98878 -0.41766
N 0.62313 0.26512 -0.35256
C 0.84395 0.09786 -1.81353
N 1.59128 1.31555 -2.13295
H -1.84520 -1.92992 2.17406
H -2.06989 -0.75841 3.23095
H -2.79735 -0.49793 1.47045
H -0.75721 0.89953 1.81130
H 0.24654 -0.58661 2.20257
H -1.45678 -0.04032 -0.38629
H 0.14201 -2.55964 -0.13498
H -1.60559 -2.56045 -0.02636
H -0.71771 -2.09990 -1.52758
H 1.45747 0.05749 0.16709
H 1.47006 -0.78087 -2.02813
H -0.14081 0.13141 -2.26365
H 2.62492 1.31637 -1.99872
H 1.21732 2.24581 -1.81039
O 1.66419 3.45743 -0.18928
H 1.01806 2.67402 -0.02541
H 2.42371 2.95764 0.22693
*
```

Output
Strongest force on any atom, Eh/bohr: 0.077
Structure (SMILES): CC[C@H](C)NCN.O
E_tot, Eh: -384.7940
Molar mass, g/mol: 120.2
Relative energy (zero: lowest compared OMol25 entry of this formula, charge and spin), kcal/mol: 40.2
Orbital gap, hartree: 0.3418

Below is 2 unconnected molecules or ions with the total composition C5H16N2O, with properties calculated with wB97M-V/def2-TZVPD.

```
! RIJCOSX wB97M-V def2-TZVPD def2/J DEFGRID3
* xyz 2 1
C 2.13892 -1.49733 1.25575
C 1.06531 -1.38463 0.18046
C 1.06722 -0.16204 -0.70825
C -0.21688 0.56705 -0.90290
C -0.35944 1.83979 -0.54036
N -1.65316 2.51823 -0.58967
N 1.24014 -2.71160 -0.69618
H 2.10619 -2.42670 1.81562
H 3.11980 -1.38332 0.77565
H 2.06816 -0.62852 1.90594
H 0.10672 -1.65483 0.62266
H 1.43698 -0.42669 -1.70722
H 1.82541 0.51456 -0.30932
H -1.08005 0.10742 -1.38008
H 0.49292 2.33427 -0.09615
H -2.16528 2.41356 0.32146
H -2.25295 2.15270 -1.31957
H -1.52579 3.50777 -0.79091
H 0.64363 -3.47263 -0.39556
H 2.14067 -3.12143 -0.43990
H 1.15405 -2.63901 -1.70299
H -3.54321 2.21033 2.22399
H -4.23725 1.33434 1.20759
O -3.57210 2.00871 1.26996
*
```

Output
Strongest force on any atom, Eh/bohr: 0.049
E_tot, Eh: -384.2476
Molar mass, g/mol: 120.2
Relative energy (zero: lowest compared OMol25 entry of this formula, charge and spin), kcal/mol: 5.1
Orbital gap, hartree: 0.4399

Below is 2 unconnected molecules or ions with the total composition C5H16N2O2, with properties calculated with wB97M-V/def2-TZVPD.

```
! RIJCOSX wB97M-V def2-TZVPD def2/J DEFGRID3
* xyz 0 1
C 1.01826 2.23492 0.06812
C 0.25445 1.22149 0.86460
O 0.48650 1.39534 2.29570
C 0.46695 -0.26123 0.58082
C 1.93000 -0.73601 0.71241
N -0.03812 -0.54611 -0.79253
C -0.51112 -1.93879 -1.00362
N -1.50886 -2.33126 -0.04985
H 0.44143 3.15320 -0.04087
H 2.03488 2.46214 0.37310
H 1.03597 1.88221 -0.97270
H -0.82832 1.31606 0.79353
H 1.20909 0.80134 2.51934
H -0.14285 -0.90193 1.20799
H 2.65767 -0.04023 0.29412
H 2.03191 -1.59701 0.07504
H 2.20981 -1.05517 1.71641
H 0.72660 -0.33770 -1.41893
H -0.95205 -1.95420 -1.98335
H 0.31345 -2.64482 -0.89078
H -2.38395 -1.84092 -0.15612
H -1.17289 -2.34114 0.89859
O -1.92849 0.97142 -2.37710
H -2.32080 0.16549 -2.01911
H -1.52404 1.26949 -1.55138
*
```

Output
Strongest force on any atom, Eh/bohr: 0.052
Structure (SMILES): C[C@H](O)[C@H](C)NCN.O
E_tot, Eh: -460.0618
Molar mass, g/mol: 136.2
Relative energy (zero: lowest compared OMol25 entry of this formula, charge and spin), kcal/mol: 34.3
Orbital gap, hartree: 0.3643

Below is 3 unconnected molecules or ions with the total composition C5H16N2O3, with properties calculated with wB97M-V/def2-TZVPD.

```
! RIJCOSX wB97M-V def2-TZVPD def2/J DEFGRID3
* xyz 1 2
C -1.97309 -0.02103 -0.12153
C -2.35878 1.48617 -0.04940
C -1.04532 -0.22204 -1.33065
N 0.33330 0.05886 -0.99683
C 1.46892 -0.73004 -1.47756
C 2.62777 -0.28006 -0.57326
N 2.75039 -0.83082 0.65505
O 3.35552 0.58080 -1.00498
H -2.87007 -0.63675 -0.30912
H -1.59392 -0.49901 0.78220
H -2.39102 1.88985 0.96811
H -1.70459 2.15063 -0.58985
H -3.44238 1.55959 -0.25264
H -1.54461 0.33092 -2.14677
H -1.02681 -1.28518 -1.63179
H 0.56733 1.05303 -1.09150
H 1.74442 -0.42474 -2.50692
H 1.17201 -1.78285 -1.53897
H 2.07086 -1.42911 1.10660
H 3.61655 -0.60101 1.12303
H -0.10555 -2.10096 1.10120
H 0.35557 -0.83153 2.00773
O 0.26862 -1.80323 1.92225
H -0.81585 1.78427 1.93564
H 0.65912 1.45090 2.25118
O -0.11839 1.13333 1.76877
*
```

Output
Strongest force on any atom, Eh/bohr: 0.066
E_tot, Eh: -535.0200
Molar mass, g/mol: 152.2
Relative energy (zero: lowest compared OMol25 entry of this formula, charge and spin), kcal/mol: 26.4
Orbital gap (alpha / beta), hartree: 0.4191 / 0.2367
⟨S²⟩: 0.755